Below is 10 unconnected molecules or ions with the total composition C49H69Cl2N9O4, with properties calculated with wB97M-V/def2-TZVPD.

Structure (XYZ):
```
133
Properties=species:S:1:pos:R:3:mulliken_charge:R:1
N -3.664 -8.997 -5.699 0.118
C -4.099 -3.346 -1.375 -0.135
H -5.118 -8.285 -4.304 0.501
H -2.823 -8.851 -5.154 0.365
C 1.580 6.790 -2.524 -0.392
H 1.939 5.113 1.309 0.683
H -6.881 -8.948 -6.271 0.393
H -0.533 -10.685 -2.491 0.426
C 2.767 -1.436 -1.824 -0.377
C 0.014 -1.193 -1.909 0.011
C -5.025 -9.564 -7.362 -0.579
N 2.204 6.313 -1.400 0.062
Cl -2.324 -3.859 -1.235 -0.169
H 1.778 1.524 -0.896 0.401
C 2.254 7.917 -2.938 -0.744
H 0.126 -7.606 -6.389 0.253
H -1.689 0.100 0.954 0.429
H 3.882 6.923 -0.226 0.346
N 6.031 8.387 1.303 0.010
H 1.233 -3.200 -1.675 0.208
C 3.318 8.131 -2.030 -0.425
C -1.186 4.735 10.218 -0.299
C 0.169 3.796 0.907 -1.222
C -7.743 7.297 8.036 -0.439
H 0.205 -4.575 -9.309 0.395
C -1.132 -8.633 -1.814 -0.946
C -3.429 -1.020 -1.729 0.477
H 5.684 -5.232 -1.515 0.274
H -1.086 -6.809 -8.439 0.384
Cl -6.214 -3.051 -3.410 -0.174
H -4.599 6.465 7.895 0.385
H 2.005 8.521 -3.801 0.382
C -6.359 6.396 6.507 -0.092
C -5.804 -9.054 -6.296 -0.717
C -4.938 -8.709 -5.283 -0.349
H 6.904 -3.717 -2.576 0.289
H -2.201 4.605 9.867 0.365
O -4.372 -1.935 -1.068 -0.312
C 7.399 8.331 1.235 -0.427
H 5.194 -5.032 0.302 0.217
C -4.647 -3.861 -2.834 -0.117
H 2.082 -6.173 -5.734 0.411
C -3.707 -9.514 -6.967 -0.394
C 1.461 -5.968 -6.596 -0.390
H -3.806 -3.557 -3.625 0.298
N -0.246 5.350 9.432 0.071
C -0.220 -6.306 -8.031 -0.443
H 6.735 7.071 4.211 0.396
H -0.410 5.720 8.505 0.205
H -1.065 3.877 12.232 0.380
H 2.984 -0.478 -2.463 0.278
H -0.758 1.976 -0.012 0.658
H 5.558 -1.987 -3.542 0.234
H -6.237 7.452 9.524 0.199
H 0.036 3.225 6.146 0.394
C -0.650 4.001 5.834 -0.767
H 3.882 -3.283 -1.088 0.181
H -5.222 -5.939 -3.793 0.336
O 6.410 -3.432 -0.417 -0.350
H -1.130 -7.219 -4.813 0.596
O -2.560 -0.046 -0.989 -0.261
C 3.941 -2.604 -2.052 -0.251
H 4.565 7.852 2.763 0.384
C 1.342 -2.160 -2.202 -0.801
H -8.520 6.771 6.054 0.367
C 0.770 4.789 11.328 -0.395
C 6.733 7.505 3.219 -0.428
H -3.551 -5.859 -2.905 -0.084
C 0.115 2.590 0.167 0.243
C -0.583 4.379 11.403 -0.537
H -2.261 4.095 7.319 0.568
C -0.775 -9.647 -2.674 -0.415
H 1.377 -2.391 -3.371 0.300
H 0.357 4.588 4.061 0.167
H 5.526 -0.847 -2.035 0.318
H -0.533 -9.659 -4.783 0.195
H -0.654 4.288 1.408 0.478
H 7.925 8.683 0.358 0.358
H 0.533 -0.626 0.271 0.271
O -3.311 -0.944 -3.084 -0.482
C 1.518 -4.965 -7.537 -0.528
H -4.694 -3.982 -0.557 0.440
H 2.744 -1.194 -0.679 0.184
H -0.219 -2.361 0.035 0.289
H 1.530 4.665 12.089 0.382
N -0.427 4.717 4.687 0.098
H -8.561 7.712 8.609 0.371
C 5.424 -1.976 -2.356 -0.539
H 6.993 -5.542 -0.070 0.238
H 1.827 5.825 9.643 0.371
N 0.404 -6.783 -6.907 0.032
H -5.386 -9.928 -8.315 0.386
H -1.434 6.306 3.675 0.378
C 7.862 7.784 2.412 -0.457
H -2.798 -9.803 -7.478 0.357
C -1.430 5.636 4.524 -0.694
C 6.675 -2.891 -1.762 -0.463
H 2.247 -4.166 -7.566 0.399
H 0.236 -0.074 -2.258 0.128
C 0.951 5.382 10.099 -0.535
C 1.387 2.334 -0.295 -0.650
N -0.758 -9.137 -3.946 0.119
C -1.826 -0.716 0.094 -0.630
C -2.310 5.497 5.574 -0.029
H 1.926 5.490 -0.881 0.361
C -7.690 6.815 6.747 -0.733
H 8.900 7.607 2.661 0.378
H -5.968 5.967 5.594 0.423
H -5.113 -5.897 -1.823 0.261
H -2.375 -1.628 0.581 0.235
N -6.492 7.180 8.583 -0.005
C -0.312 -1.218 -0.297 -0.299
H 7.631 -2.195 -1.690 0.285
H -0.840 -1.619 -2.587 0.145
C -4.689 -5.509 -2.842 -0.534
N 2.208 3.340 0.146 0.039
H 4.047 8.930 -2.059 0.369
C 1.473 4.238 0.875 -0.911
C -1.092 -7.808 -3.906 -1.102
H 0.714 6.287 -2.932 0.367
C -1.816 4.463 6.404 -0.485
H -1.236 -8.722 -0.740 0.409
C 5.617 7.890 2.512 -0.443
C 6.087 -4.870 -0.454 -0.612
C 0.454 -5.179 -8.446 -0.483
C -5.640 6.636 7.657 -0.467
H -1.621 -6.489 -2.236 0.361
H 3.577 -3.257 -2.978 0.179
H -3.209 6.080 5.727 0.359
H 5.423 8.740 0.576 0.236
C 3.261 7.128 -1.088 -0.299
H 3.200 3.409 -0.038 0.208
C -1.333 -7.469 -2.593 0.364
```

Properties
electronic energy: -3622.298731 a.u.
relative energy (zero: lowest compared OMol25 entry of this formula, charge and spin): 378.2 kJ/mol
structure (SMILES): COCCCCCCCCOC(=O)O[C@H](Cl)[C@@H](C)Cl.c1cc[nH]c1.c1cc[nH]c1.c1cc[nH]c1.c1cc[nH]c1.c1cc[nH]c1.c1cc[nH]c1.c1cc[nH]c1.c1cc[nH]c1.c1cc[nH]c1